Entry from the Open Molecules 2025 dataset: 9 unconnected molecules or ions with the total composition C23H27F7N2O25 at a distorted geometry (ωB97M-V with the def2-TZVPD basis set).

Structure (XYZ):
```
84
Properties=species:S:1:pos:R:3:forces:R:3
F 7.82541 18.86046 -14.85410 0.2124 -0.4149 0.1111
F 10.34590 21.32720 -9.09829 1.7705 0.5346 0.0462
F 11.57660 18.08892 -3.75904 -0.9664 1.8238 2.1197
F 8.87779 17.78997 -11.02094 0.4116 0.7574 -0.7207
F 5.70826 16.40371 -8.99945 -0.0965 0.0051 -0.5265
F 13.47027 18.90116 -15.00476 1.1348 0.1709 0.5943
F 16.70343 16.38061 -4.71421 -0.5343 0.2412 0.8128
O 14.92778 16.04104 -5.99587 -2.1276 1.4962 1.9659
O 14.33497 21.73294 -15.46628 1.0501 1.8683 -1.8252
O 4.88210 15.23047 -5.34119 1.8932 3.4270 -3.1234
O 11.46218 18.22885 -9.77435 1.3612 1.4420 1.0713
O 11.10543 17.80449 -11.80349 -3.0618 -2.0488 -4.4935
O 10.48165 20.35608 -15.28155 2.8254 2.3767 -1.5944
O 7.46834 13.12445 -14.50672 -0.9146 -1.8831 -0.1338
O 7.23364 20.31829 -11.93026 1.1640 0.2164 0.4447
O 16.26262 21.42552 -16.59110 0.6803 0.1235 0.0999
O 8.57532 14.79938 -14.02912 1.9692 2.8485 0.3343
O 9.85453 18.36031 -15.61988 -0.0506 -2.6893 -0.4880
O 10.05210 14.60409 -5.20761 0.7979 -0.5180 0.3866
O 8.89267 21.37961 -10.77694 0.1387 -0.0119 -0.5257
O 13.71719 15.59075 -7.87732 3.5308 -0.9760 3.1792
O 9.71627 14.50529 -8.45502 0.7643 -1.2991 -1.3612
O 6.60111 16.39896 -6.36999 1.1769 1.0037 0.8509
O 4.61480 16.62062 -7.08841 -4.2120 1.7105 -2.3979
O 11.35107 19.35340 -17.09438 -3.0102 -0.3420 3.3574
O 12.47834 19.48089 -11.40150 -0.4579 -1.3082 0.4305
O 15.76965 14.58793 -7.34287 -2.9990 -0.9563 -1.4289
O 7.46059 20.11781 -9.76813 -1.5472 -2.1472 3.4559
O 10.19570 16.59797 -5.98909 -0.7946 3.1157 -2.3818
O 9.84432 12.81422 -9.85698 -0.8102 0.7167 -0.7283
O 15.45964 19.98348 -14.98102 3.7602 -0.1823 -1.3281
O 11.66611 16.03006 -4.46890 0.4086 -0.6947 -0.3614
N 10.24329 13.48507 -8.93599 -0.8604 0.5896 1.1223
N 8.04267 13.79271 -13.69971 -0.6593 -0.5679 0.1515
C 7.82609 20.55120 -10.91223 -0.7172 0.5924 -2.9949
C 11.38811 12.90574 -8.23695 0.6171 -0.1031 -0.2749
C 10.58753 19.35392 -16.10117 3.3130 -0.3885 -3.5411
C 9.13778 18.69219 -14.48276 -0.7677 2.5543 0.4785
C 9.71327 20.10706 -14.19980 -2.1688 0.3960 1.3595
C 10.61727 15.65120 -5.25120 -0.7531 -3.0832 2.0357
C 14.26132 19.75691 -14.29823 -3.0931 1.4422 0.1857
C 11.76681 18.55848 -11.04798 1.7714 3.3286 2.8253
C 10.06210 17.11911 -11.13369 0.2832 -1.5501 1.4222
C 16.74153 14.75205 -6.35240 0.1268 -0.2058 -0.0300
C 15.45091 21.11138 -15.67398 -4.5521 -2.2476 1.8081
C 6.59737 17.59050 -7.17868 0.0794 -0.8340 -0.9945
C 11.98141 17.35596 -4.75682 0.9615 -1.1084 -1.9450
C 7.97865 13.42146 -12.25703 0.0532 0.3171 0.4638
C 15.90200 15.42470 -5.24705 3.5267 -0.1624 -0.9104
C 14.68410 15.39363 -7.09233 -1.4686 -0.4017 -4.8087
C 10.68936 17.06017 -9.73756 -0.5718 -1.1509 -0.3949
C 5.32148 16.05429 -6.18032 -0.0323 -4.7670 4.2752
C 11.15218 17.63803 -6.02328 0.7494 0.5557 0.6683
C 8.24588 20.60028 -8.65521 -0.9798 0.2341 -1.5630
C 5.36475 17.30596 -8.03820 2.0025 0.0843 0.9154
C 13.65996 21.15992 -14.34292 0.2129 -0.6752 1.6858
C 9.08468 21.59363 -9.42231 -0.4244 0.5602 1.1155
H 12.22640 13.59283 -8.35218 -0.1258 0.2277 0.6874
H 6.49198 18.51071 -6.60404 0.0133 -0.1402 0.2563
H 14.01350 21.71328 -13.47292 -0.1800 0.0931 0.0455
H 7.56522 21.09738 -7.96406 0.1527 -0.3347 0.1443
H 8.75437 22.60251 -9.17499 0.7734 0.3547 -0.0782
H 17.20481 13.82111 -6.02556 -0.3172 -0.1184 -0.2160
H 11.00046 12.72902 -7.23365 0.6581 0.0386 0.1155
H 14.36110 19.51804 -13.23942 0.5927 -0.9642 -0.3149
H 10.70881 18.61905 -5.85267 -0.2793 -0.1057 -0.4820
H 4.99409 18.21055 -8.52031 -0.9829 -0.4029 0.3234
H 11.31775 16.18408 -9.57732 0.1661 0.0275 -0.1990
H 15.56912 14.70306 -4.50104 -0.4718 0.4661 0.1883
H 17.46182 15.33333 -6.92806 0.5735 0.6241 1.2626
H 12.57008 21.16047 -14.35961 0.1612 0.2572 -0.8529
H 8.94442 20.87007 -14.32129 -0.5822 -0.3537 1.0109
H 8.32325 12.39524 -12.12971 -0.6363 0.0461 -0.1109
H 7.46704 17.61827 -7.83518 0.1774 -0.1079 0.3610
H 11.73478 17.56549 -6.94166 0.0166 0.1678 0.0445
H 6.95546 13.67050 -11.97563 -0.1067 -0.7835 0.0192
H 9.15091 18.05610 -13.59770 0.3228 -0.6556 -0.7764
H 9.95507 17.04283 -8.93219 0.0162 0.4173 -0.1317
H 11.65106 12.01682 -8.81035 -0.1883 -0.1030 0.4968
H 9.84622 16.19729 -11.67382 0.2549 0.0822 0.0404
H 10.28992 20.28633 -13.29237 -0.1421 -0.4349 0.1888
H 8.86595 19.81944 -8.21488 -0.2423 -0.0444 -0.0319
H 13.06006 17.48516 -4.84588 -0.0080 -0.1757 -0.2258
H 8.58779 14.05164 -11.60902 0.2680 0.1073 -0.6629
```
Positions in Å, forces in eV/Å.

Calculated values
Molar mass (g mol⁻¹): 864.44
⟨S²⟩: 0.754
Multiplicity: 2
ΔE to the lowest compared entry with this formula, charge and spin (kcal per mole): 7.57
Orbital gap (spin up / spin down) (eV): 7.85 / 2.18
Total charge: +1
DFT total energy (Eh): -3581.6096
HOMO energy (spin up / spin down) (eV): -12.268 / -12.268

Entry from the Open Molecules 2025 dataset: 6 unconnected molecules or ions with the total composition C23H27F8N4O17Si at a distorted geometry (ωB97M-V with the def2-TZVPD basis set).

Structure (XYZ):
```
80
Properties=species:S:1:pos:R:3:forces:R:3
Si -2.16497 1.71039 -0.37202 -3.8422 0.5318 3.0358
F 1.88848 1.94924 -6.60771 0.6075 2.1942 3.0267
F 0.98964 3.57750 -5.25621 3.2362 -1.9497 -0.6269
F -4.04911 -1.99400 3.63232 -0.1642 -0.0384 -0.2028
F -0.79026 5.03565 5.78116 0.1627 -0.0354 -0.0563
F 2.41265 -4.90521 2.48764 -0.1791 -0.0104 0.0701
F 3.11173 3.82707 -6.17989 -2.6984 -2.6585 2.0947
F 5.75817 -0.08120 -6.81368 0.1163 -0.0275 0.2378
F -3.64647 -8.54375 4.10543 0.1271 -0.0920 0.0005
O -2.69050 4.43609 1.82431 -0.0085 1.5704 1.0842
O -2.61354 6.26561 3.15921 0.2552 -0.9005 -0.3959
O 4.50373 1.45120 -9.60884 0.4640 -0.3338 0.0136
O -2.98460 -5.48937 5.50014 0.6387 0.0691 -0.6885
O 5.66258 0.35983 -11.21830 -0.3052 0.2017 1.2884
O 4.39743 -0.97758 1.99917 -0.5026 -1.0494 -0.3724
O -2.27163 -0.70164 3.15475 0.6069 -0.4319 0.2110
O -1.47526 4.40820 3.73632 -0.2327 0.5558 -0.6925
O -0.63499 -0.08774 -2.96727 3.0247 -0.4149 2.1326
O -1.52564 -4.65724 3.98028 -0.5677 -1.3262 0.0531
O 3.83027 -2.53827 0.46002 -0.1260 0.2762 0.5353
O -2.29668 -6.77732 3.78311 0.2213 0.6352 0.6770
O -0.29113 0.36124 3.48160 -0.6850 -1.1750 0.6122
O 6.10068 -0.03753 -9.03363 -0.2204 0.7159 0.0148
O -0.89091 -1.37495 4.80468 -0.1119 0.6504 -0.8677
O 2.85615 2.31968 -4.45603 -2.7473 0.1366 -1.5561
O 3.23908 -2.82097 2.61973 -0.1060 0.3076 -0.7722
N -0.64711 1.88050 -1.34474 3.6591 -1.6764 -3.9783
N 0.12465 2.95371 -1.05852 3.6333 0.4446 -2.7313
N 1.14216 1.81922 -2.75020 -1.8526 -0.1648 0.3326
N 0.10593 -2.00002 -1.34296 -0.7371 3.8964 -5.3203
C -3.72840 -6.69896 5.55572 -0.7500 -0.0649 0.8533
C 2.05993 1.29036 -3.83042 1.1382 -1.6459 0.7804
C 4.46149 1.30795 -8.19821 -0.6635 0.6401 0.2357
C -0.09599 -1.22680 -2.26076 -0.7966 -0.9254 4.0201
C -2.09359 -2.12228 4.92813 -0.1070 -0.4727 1.1685
C -2.06795 6.48951 4.45201 -0.2452 0.9875 0.4136
C 1.29290 3.01069 -1.92279 -5.1294 -3.7019 1.2186
C -3.31508 3.19554 -0.87853 1.1992 0.2386 -1.0972
C -1.86701 1.78331 1.53160 0.2011 -0.2360 -0.3035
C 2.46706 -3.71533 1.84498 -0.0638 -0.5600 0.6192
C 3.24613 -3.82732 0.57378 0.0007 -0.4945 -0.9555
C -2.69504 -1.98634 3.56897 -0.6353 -0.1126 -0.0077
C -1.08141 -0.49161 3.78664 1.4172 1.0070 0.2782
C -3.17688 0.12245 -0.72187 -0.2539 -1.2487 -0.7589
C 5.81001 0.73960 -7.89194 0.2489 -0.5606 0.2681
C -0.08222 1.10323 -2.41992 1.0617 3.7071 2.4929
C 2.20280 2.89319 -5.57827 0.2775 1.4040 -2.1323
C 5.44185 0.56930 -10.06227 0.1655 -0.3599 -2.0743
C -2.20908 -5.55995 4.38274 0.5901 0.7761 -0.4828
C -2.88386 -7.62958 4.74684 -0.3293 -0.7384 -0.4227
C -2.29676 4.98645 2.81908 -0.6846 -0.1005 -0.8440
C 3.87302 -2.01697 1.72041 0.9510 1.4888 0.4605
C -0.97232 5.47533 4.51556 0.2925 -0.3310 0.8265
H 2.80867 0.59077 -3.28602 -1.0677 1.3814 -1.0224
H 1.47301 0.62657 -4.55318 0.6225 1.3402 0.8518
H 3.64662 0.63076 -7.92649 0.2426 -0.1304 0.0648
H -2.73576 -0.56456 -1.52517 -0.7237 0.8300 1.0317
H -0.84405 1.37538 1.83206 -1.5610 0.7847 -0.3314
H -3.28892 -0.53050 0.22927 0.2099 1.2568 -1.5423
H -3.85228 -7.03726 6.58551 0.1354 0.2279 -0.0608
H -2.71618 -1.68046 5.71224 -0.1425 0.1541 -0.2816
H 1.45632 -3.31526 1.71972 0.0004 -0.1456 0.1265
H 6.59275 1.49047 -7.74892 0.0082 -0.1512 0.1432
H -2.08485 2.85133 1.91028 0.8369 -2.3741 -0.8652
H -2.65724 1.08025 1.98886 1.2350 1.1125 -0.9103
H 2.12212 3.78968 -1.94494 -1.4058 -1.3905 -0.0068
H 4.03717 -4.58070 0.62812 -0.1482 -0.0053 0.2314
H -0.01900 5.81585 4.10087 0.0121 -0.1288 0.1394
H -4.04633 3.47938 -0.04727 1.0928 -0.5286 -1.2942
H -2.09914 -8.13571 5.31664 -0.0711 -0.0893 -0.1472
H 2.61094 -4.04731 -0.28593 0.1065 0.2091 0.0258
H -4.22715 0.43352 -1.10664 1.7744 -0.5086 0.7390
H -2.59062 4.07974 -1.08760 -1.4891 -1.1676 0.4140
H 4.29511 2.26997 -7.71142 0.0445 -0.0211 -0.2823
H -3.82516 2.91339 -1.87359 0.5172 0.6347 1.5805
H -2.35379 -2.73549 2.84964 -0.1780 0.0625 0.0441
H -4.71736 -6.53755 5.11758 0.1425 -0.1660 -0.1363
H -1.88654 -3.15585 5.18806 0.1751 0.4746 -0.0212
H -2.84185 6.32280 5.20655 0.1953 -0.1696 0.0193
H -1.69666 7.51066 4.55045 -0.1153 -0.0892 -0.2252
```
Positions in Å, forces in eV/Å.

Calculated values
Molar mass (g mol⁻¹): 811.55
Multiplicity: 1
ΔE to the lowest compared entry with this formula, charge and spin (kcal per mole): 77.61
Orbital gap (eV): 7.91
Total charge: +1
DFT total energy (Eh): -3478.8004
HOMO energy (eV): -12.421

Entry from the Open Molecules 2025 dataset: a single C23H27N3O6S molecule (ωB97M-V with the def2-TZVPD basis set).

Structure (XYZ):
```
60
Properties=species:S:1:pos:R:3:forces:R:3
S -2.05136 3.18343 1.18943 -0.0145 0.0645 0.0296
O -0.28499 -2.98880 -1.69835 -0.2493 0.1051 0.3098
O -2.54699 -0.35559 -2.59412 0.0826 -0.1278 -0.2434
O 1.69480 -4.05765 -1.91308 0.1595 0.1241 -0.2701
O -3.39421 2.63972 1.10231 0.1995 -0.1576 0.1638
O 2.96854 -0.80764 -0.63747 0.0736 0.0659 0.2730
O -1.86969 4.54322 0.76347 0.2889 -0.0205 0.1658
N 1.00038 -2.69806 -3.55421 0.0352 -0.2178 -0.1332
N -2.64384 0.65597 -0.55215 -0.2361 0.0230 0.3313
N 2.13152 -0.59771 -2.71872 0.1031 -0.0508 -0.1746
C 1.58419 -4.59140 -0.59401 -0.1000 -0.0926 0.6554
C -0.68171 3.98695 4.90967 -0.0402 -0.1320 0.0096
C -1.11611 4.13726 3.60330 -0.0437 0.1556 -0.2223
C -4.69100 -0.07464 -1.54224 0.0282 -0.1348 -0.2294
C 1.39630 1.67899 -0.17631 -0.0515 0.0359 -0.0061
C 1.09183 -0.25889 -3.66251 -0.2268 0.0895 -0.2040
C 1.02583 0.51753 -0.85299 -0.3003 0.0929 0.3268
C -1.30254 0.97137 -0.39902 0.1893 -0.0052 -0.1163
C -1.00081 1.61555 4.74687 -0.0516 0.0563 -0.1456
C 0.42140 2.45775 0.41444 0.2715 -0.0115 -0.1407
C 2.11088 -0.36803 -1.38512 0.0845 0.1349 0.0167
C -1.43586 1.75758 3.44317 -0.0352 -0.1414 0.1194
C 2.73730 -4.08638 0.26106 -0.2427 -0.0302 -0.3583
C 0.25395 -1.52856 -3.97401 -0.2793 0.0386 0.0656
C -0.91439 2.11571 0.29780 -0.4465 0.2469 0.4182
C -1.49032 3.02096 2.88420 -0.1117 0.0573 -0.5643
C -0.30681 0.15012 -0.93427 0.0779 0.0907 0.0610
C -0.61873 2.72774 5.49463 -0.0059 0.0903 -0.0638
C -3.19051 0.04007 -1.64970 -0.2859 0.0989 0.1464
C 0.72751 -3.21546 -2.31768 -0.0865 -0.2142 -0.2392
C 3.10954 -1.52539 -3.25722 0.3288 -0.1451 0.0908
C 2.37165 -2.65260 -4.01540 0.1679 -0.0531 0.0163
C -0.15479 2.55313 6.90699 -0.0059 -0.0213 0.0116
H 3.79513 -0.99136 -3.92380 0.0014 -0.0371 0.0442
H -0.70058 -1.51362 -3.44794 0.1236 0.0376 -0.1016
H 0.67505 3.35184 0.96318 0.1491 0.0895 0.0591
H 0.62000 -4.28749 -0.17454 0.1859 -0.1414 -0.0939
H 1.61207 -5.68137 -0.68949 -0.0555 0.1473 -0.0297
H -5.08750 -0.51294 -2.45340 0.0242 0.0165 -0.0015
H 0.17750 3.49706 7.32998 0.0348 0.0329 0.0712
H 0.66652 1.83992 6.95076 0.0639 -0.0267 0.0639
H 3.67232 -1.92354 -2.41092 -0.0510 0.0493 -0.1878
H 2.85001 -3.61501 -3.84402 0.0280 0.1413 -0.1207
H 0.05994 -1.60536 -5.04667 -0.0160 0.0427 0.0442
H 3.68428 -4.44377 -0.13600 0.1312 -0.0248 0.0150
H -4.94698 -0.70854 -0.69620 -0.0509 -0.0275 0.0804
H -5.13243 0.90651 -1.38355 -0.0719 0.0838 0.0421
H 1.58171 0.10599 -4.57186 -0.0584 0.0508 0.0706
H -3.26876 1.18504 0.05759 0.0477 -0.2539 -0.2392
H 0.45760 0.53202 -3.26742 0.0645 -0.0281 -0.1380
H 2.62191 -4.44649 1.27932 0.0133 -0.0750 0.1323
H 2.34706 -2.45418 -5.08952 0.0080 -0.0485 0.0419
H 2.75477 -2.99843 0.26729 -0.0006 0.0437 0.0424
H -0.38880 4.85675 5.47892 0.0291 0.0779 0.0533
H -0.95378 0.63377 5.19426 0.0028 -0.1155 0.0305
H -0.96477 2.16305 7.52204 -0.0146 -0.0130 0.0913
H -0.59460 -0.78770 -1.38010 0.0055 -0.0280 -0.0914
H -1.17236 5.10453 3.12884 0.0365 0.1439 -0.0076
H 2.43880 1.94521 -0.10290 0.0981 0.0268 0.0472
H -1.73505 0.90183 2.85738 -0.0058 -0.1788 -0.0177
```
Positions in Å, forces in eV/Å.

Calculated values
Molar mass (g mol⁻¹): 473.55
Multiplicity: 1
ΔE to the lowest compared entry with this formula, charge and spin (kcal per mole): 8.06
Orbital gap (eV): 9.18
DFT total energy (Eh): -1906.5983
HOMO energy (eV): -8.880